{"formula": "C93H207N9O21", "method": "the ωB97M-V functional and the def2-TZVPD basis", "lumo_ev": 0.314, "homo_energy_ev": -7.9177, "de_lowest_kcal_mol": 273.5, "largest_force_ev_per_a": 5.96, "gap_ev": 8.23, "charge": 0, "species": ["C", "C", "C", "C", "C", "C", "N", "O", "C", "C", "C", "H", "H", "H", "H", "H", "H", "H", "H", "H", "H", "H", "H", "H", "H", "H", "H", "H", "H", "H", "C", "C", "C", "C", "C", "C", "N", "O", "C", "C", "C", "H", "H", "H", "H", "H", "H", "H", "H", "H", "H", "H", "H", "H", "H", "H", "H", "H", "H", "H", "C", "C", "C", "C", "C", "C", "N", "O", "C", "C", "C", "H", "H", "H", "H", "H", "H", "H", "H", "H", "H", "H", "H", "H", "H", "H", "H", "H", "H", "H", "C", "C", "C", "C", "C", "C", "N", "O", "C", "C", "C", "H", "H", "H", "H", "H", "H", "H", "H", "H", "H", "H", "H", "H", "H", "H", "H", "H", "H", "H", "C", "C", "C", "C", "C", "C", "N", "O", "C", "C", "C", "H", "H", "H", "H", "H", "H", "H", "H", "H", "H", "H", "H", "H", "H", "H", "H", "H", "H", "H", "C", "C", "C", "C", "C", "C", "N", "O", "C", "C", "C", "H", "H", "H", "H", "H", "H", "H", "H", "H", "H", "H", "H", "H", "H", "H", "H", "H", "H", "H", "C", "C", "C", "C", "C", "C", "N", "O", "C", "C", "C", "H", "H", "H", "H", "H", "H", "H", "H", "H", "H", "H", "H", "H", "H", "H", "H", "H", "H", "H", "C", "C", "C", "C", "C", "C", "N", "O", "C", "C", "C", "H", "H", "H", "H", "H", "H", "H", "H", "H", "H", "H", "H", "H", "H", "H", "H", "H", "H", "H", "C", "C", "C", "C", "C", "C", "N", "O", "C", "C", "C", "H", "H", "H", "H", "H", "H", "H", "H", "H", "H", "H", "H", "H", "H", "H", "H", "H", "H", "H", "C", "C", "O", "O", "H", "H", "H", "H", "H", "H", "C", "C", "O", "O", "H", "H", "H", "H", "H", "H", "C", "C", "O", "O", "H", "H", "H", "H", "H", "H", "C", "C", "O", "O", "H", "H", "H", "H", "H", "H", "C", "C", "O", "O", "H", "H", "H", "H", "H", "H", "C", "C", "O", "O", "H", "H", "H", "H", "H", "H"], "xyz": [[0.5561, 1.4757, 4.8986], [1.5455, 2.5802, 4.5099], [1.8590, 3.3414, 5.8294], [2.6664, 2.4909, 6.8564], [3.9696, 1.9703, 6.1213], [3.8355, 1.3309, 4.7636], [2.8072, 2.0559, 3.9771], [2.6862, 1.5101, 2.7484], [5.1290, 1.4328, 3.9793], [3.2474, -0.0876, 4.9643], [0.9949, 3.7238, 3.4976], [-0.4585, 1.8704, 4.9518], [0.6092, 1.0567, 5.9034], [0.6691, 0.6416, 4.2061], [2.5453, 4.1716, 5.6621], [0.9582, 3.8519, 6.1701], [2.0132, 1.7383, 7.2979], [2.9608, 3.0879, 7.7195], [4.4550, 1.1881, 6.7050], [4.7150, 2.7622, 6.0472], [5.9106, 0.8946, 4.5156], [4.9920, 0.9612, 3.0062], [5.5126, 2.4149, 3.7028], [2.4904, -0.1064, 5.7484], [2.7943, -0.6137, 4.1241], [4.0971, -0.6150, 5.3979], [0.1092, 4.1571, 3.9620], [0.5896, 3.3541, 2.5557], [1.8146, 4.4272, 3.3509], [3.3346, 2.0773, 2.3249], [-6.1179, -2.2211, -2.1338], [-5.3830, -3.3660, -1.4037], [-4.9734, -4.3625, -2.6179], [-4.0094, -5.4127, -2.2141], [-2.8456, -4.8370, -1.4080], [-3.1317, -3.9455, -0.2102], [-4.0859, -2.9060, -0.7863], [-4.1567, -1.7582, 0.0910], [-3.6506, -4.6875, 0.9929], [-1.7331, -3.3721, 0.1087], [-6.2799, -4.1776, -0.5404], [-6.8755, -2.5117, -2.8615], [-5.3929, -1.6048, -2.6653], [-6.5674, -1.5990, -1.3597], [-5.9093, -4.6583, -3.0920], [-4.3049, -3.8119, -3.2798], [-3.4819, -5.8689, -3.0518], [-4.4582, -6.1691, -1.5702], [-2.2496, -4.3047, -2.1493], [-2.0867, -5.5827, -1.1710], [-2.8568, -5.4055, 1.1991], [-3.8804, -3.8778, 1.6855], [-4.4844, -5.2963, 0.6434], [-1.4041, -2.7647, -0.7343], [-1.7405, -2.5768, 0.8540], [-0.9916, -4.1158, 0.4005], [-6.2285, -3.8527, 0.4988], [-6.0833, -5.2490, -0.5003], [-7.3274, -4.0788, -0.8251], [-3.4751, -1.1775, -0.2550], [2.9951, -2.3062, -2.5256], [3.8559, -1.0745, -3.1501], [4.9466, -1.6028, -4.0197], [5.5760, -0.7933, -5.1437], [4.3754, -0.1454, -5.9703], [3.3375, 0.5865, -5.1059], [2.9379, -0.2621, -3.9346], [1.8465, 0.3269, -3.2773], [3.8381, 1.9297, -4.5410], [2.0280, 0.7689, -5.9863], [4.5302, -0.1910, -2.0469], [2.8168, -3.0642, -3.2883], [2.0527, -1.9961, -2.0740], [3.6233, -2.6597, -1.7081], [5.8341, -1.9628, -3.4992], [4.4274, -2.3878, -4.5695], [6.3321, -1.2350, -5.7929], [6.1348, 0.0157, -4.6733], [4.1683, -0.8000, -6.8170], [4.7380, 0.6016, -6.6765], [2.9227, 2.4735, -4.3076], [4.4677, 1.9006, -3.6517], [4.5065, 2.3523, -5.2912], [2.3343, 1.2028, -6.9381], [1.5928, -0.2104, -6.1853], [1.3949, 1.4861, -5.4639], [5.4469, 0.3527, -2.2754], [4.7982, -0.7417, -1.1452], [3.9142, 0.6057, -1.6298], [1.1706, -0.3139, -3.5099], [2.9640, -3.9901, -6.6004], [1.5887, -4.4455, -7.1956], [1.4776, -6.0162, -7.1465], [0.7856, -6.6694, -5.9592], [-0.5332, -5.9527, -5.6829], [-0.4595, -4.4191, -5.5566], [0.3997, -3.7972, -6.6394], [0.4422, -2.4249, -6.6036], [-1.9942, -3.8833, -5.8043], [0.0812, -4.0290, -4.2169], [1.5993, -4.0898, -8.7016], [3.8399, -4.6032, -6.8123], [2.9131, -3.9403, -5.5127], [3.1461, -2.9657, -6.9255], [0.9889, -6.5198, -7.9805], [2.4630, -6.4819, -7.1597], [1.3590, -6.5001, -5.0478], [0.6432, -7.7380, -6.1202], [-0.9687, -6.3988, -4.7887], [-1.1937, -6.3159, -6.4702], [-2.7786, -4.4293, -5.2802], [-2.1529, -2.8052, -5.7798], [-2.1386, -4.1207, -6.8583], [1.1661, -3.9403, -4.1608], [-0.4618, -3.1295, -3.9270], [-0.2616, -4.6662, -3.4017], [0.8116, -4.7587, -9.0484], [2.5168, -4.4940, -9.1291], [1.4103, -3.0387, -8.9201], [1.2224, -2.2375, -6.0765], [5.8188, 2.3809, 0.1946], [5.6704, 3.9524, -0.1471], [5.2777, 4.5798, 1.1878], [5.1962, 6.1085, 1.0866], [6.6835, 6.5654, 0.7159], [7.1884, 5.9821, -0.5651], [6.9561, 4.5301, -0.5955], [7.6128, 3.9604, -1.6993], [6.6527, 6.7729, -1.8560], [8.6629, 6.2450, -0.4609], [4.5002, 4.0347, -1.0962], [6.4205, 2.3001, 1.0998], [6.3902, 1.8167, -0.5424], [4.9347, 1.7673, 0.3673], [4.4307, 4.1926, 1.7543], [6.1474, 4.4600, 1.8339], [4.8362, 6.6191, 1.9797], [4.4792, 6.4621, 0.3456], [7.3648, 6.3970, 1.5499], [6.5231, 7.6427, 0.6724], [5.6124, 7.0879, -1.7739], [7.1742, 7.7240, -1.9636], [7.0238, 6.2611, -2.7439], [9.0952, 5.9414, -1.4143], [8.8419, 7.2732, -0.1466], [9.0649, 5.5840, 0.3069], [4.7017, 3.6098, -2.0795], [4.0444, 5.0189, -1.2045], [3.6963, 3.4442, -0.6564], [7.1707, 4.3975, -2.4308], [-9.1235, 2.0088, 2.0756], [-8.0598, 2.0978, 3.2737], [-8.5831, 1.2615, 4.4196], [-8.5070, -0.2880, 4.3267], [-7.2134, -0.7833, 3.7598], [-6.6777, 0.0523, 2.5487], [-6.7878, 1.5455, 2.7967], [-6.2020, 2.3445, 1.8451], [-5.1803, -0.2801, 2.4246], [-7.4730, -0.4865, 1.2534], [-7.9258, 3.6108, 3.7262], [-8.4619, 2.2613, 1.2469], [-9.8949, 2.7747, 2.1554], [-9.4716, 1.0097, 1.8134], [-8.0940, 1.5846, 5.3386], [-9.6637, 1.4034, 4.4299], [-9.2314, -0.5244, 3.5472], [-8.8964, -0.7190, 5.2490], [-7.3931, -1.8142, 3.4545], [-6.5782, -0.6354, 4.6332], [-4.7100, -0.0600, 3.3829], [-4.9444, -1.3415, 2.3479], [-4.5872, 0.3390, 1.7515], [-8.4505, -0.9399, 1.4180], [-7.4384, 0.2739, 0.4732], [-6.9452, -1.3854, 0.9348], [-8.9550, 3.9689, 3.7516], [-7.5314, 4.2362, 2.9253], [-7.3681, 3.7480, 4.6527], [-6.7164, 2.1528, 1.0576], [0.0476, 6.6501, 2.1446], [0.6179, 7.9849, 1.5230], [0.9672, 7.7272, -0.0555], [1.1780, 8.9702, -0.9561], [-0.0311, 9.9824, -0.6830], [-0.3926, 10.2578, 0.8446], [-0.3980, 9.0305, 1.6449], [-0.7273, 9.1816, 3.0251], [0.6719, 11.2166, 1.3555], [-1.7315, 11.0339, 0.9663], [1.9635, 8.2521, 2.2415], [-0.0729, 6.7502, 3.2233], [0.6016, 5.7766, 1.8009], [-0.9715, 6.4426, 1.8181], [1.9346, 7.2597, -0.2392], [0.2470, 7.0705, -0.5435], [1.3469, 8.6359, -1.9797], [2.1438, 9.4576, -0.8225], [-0.9383, 9.7402, -1.2365], [0.2782, 10.8968, -1.1894], [1.6004, 11.1966, 0.7850], [0.3432, 12.2347, 1.1466], [1.0030, 11.0413, 2.3791], [-1.8681, 11.7718, 0.1757], [-2.5865, 10.3589, 1.0064], [-1.8066, 11.5067, 1.9456], [2.3472, 9.2691, 2.1613], [2.8183, 7.6348, 1.9650], [1.7226, 8.1814, 3.3021], [-1.5017, 8.6211, 3.1126], [1.5379, -7.0346, 7.8798], [1.0986, -7.3849, 6.4572], [-0.5041, -7.5574, 6.5658], [-1.3589, -7.3313, 5.3167], [-0.9366, -5.9677, 4.7336], [0.5658, -5.6969, 4.4741], [1.3663, -6.1589, 5.6214], [2.7788, -6.0838, 5.3836], [0.9615, -6.4576, 3.1845], [0.7270, -4.1905, 4.4240], [1.7174, -8.6831, 5.9545], [2.6251, -6.9597, 7.8601], [1.3347, -7.7806, 8.6482], [1.1520, -6.0439, 8.1201], [-0.7108, -8.6261, 6.6235], [-1.0206, -7.1442, 7.4322], [-2.4415, -7.2376, 5.4021], [-1.0525, -7.9701, 4.4884], [-1.3179, -5.3254, 5.5275], [-1.4999, -5.6378, 3.8607], [0.3436, -6.0766, 2.3714], [2.0129, -6.6270, 2.9520], [0.5875, -7.4802, 3.2349], [0.0471, -3.8388, 3.6479], [0.5008, -3.6279, 5.3298], [1.7521, -3.8560, 4.2649], [2.7636, -8.4570, 6.1607], [1.6507, -8.9336, 4.8958], [1.2468, -9.5217, 6.4677], [3.0808, -5.8182, 6.2553], [4.4257, -5.6723, -2.2321], [3.4533, -6.2084, -1.1878], [2.1564, -6.6562, -1.8960], [2.3784, -7.9655, -2.7429], [2.8985, -9.1751, -1.8299], [4.2050, -8.7628, -0.9735], [3.9762, -7.3994, -0.3959], [4.8280, -7.0528, 0.5355], [4.2547, -9.7535, 0.2310], [5.4508, -8.9188, -1.8105], [2.9552, -5.1248, -0.1441], [3.8528, -4.9274, -2.7845], [4.8492, -6.3552, -2.9685], [5.2007, -5.1578, -1.6640], [1.4570, -6.8848, -1.0918], [1.8398, -5.8809, -2.5937], [3.1184, -7.7317, -3.5083], [1.4493, -8.2367, -3.2443], [3.1656, -10.0129, -2.4739], [2.0028, -9.3774, -1.2426], [4.0373, -10.7747, -0.0820], [5.1368, -9.7483, 0.8713], [3.4564, -9.4368, 0.9022], [5.9477, -9.8837, -1.7103], [5.1600, -8.6801, -2.8335], [6.1877, -8.1745, -1.5086], [2.6881, -5.5339, 0.8302], [2.1591, -4.5032, -0.5540], [3.7454, -4.3901, 0.0106], [4.2528, -7.0843, 1.3035], [-1.3948, 4.3300, -5.4111], [-0.6989, 4.8525, -4.0952], [0.1330, 5.9009, -4.5417], [-0.6670, 3.3177, -5.9585], [-1.5767, 5.1422, -6.1149], [-2.3835, 3.8797, -5.3224], [-0.1226, 4.0832, -3.5813], [-1.4774, 5.0516, -3.3587], [1.0102, 5.5817, -4.7658], [-0.3902, 2.7113, -5.2677], [-3.1669, 3.2705, 6.1019], [-3.9111, 2.6828, 4.8376], [-4.5724, 3.5422, 3.8682], [-3.7775, 3.0089, 7.3497], [-3.0313, 4.3473, 6.0007], [-2.1424, 2.8990, 6.0816], [-4.5469, 1.8141, 5.0085], [-3.0877, 2.1599, 4.3511], [-5.0068, 2.8427, 3.3747], [-4.1675, 3.8141, 7.6977], [-0.3418, 1.4009, 0.0563], [0.5277, 0.3459, 0.5061], [0.6600, -0.7138, -0.4939], [-1.5653, 0.7948, -0.3539], [0.0931, 1.8362, -0.8434], [-0.5554, 2.1956, 0.7712], [0.3795, 0.0715, 1.5505], [1.5684, 0.6599, 0.4269], [1.1401, -1.3982, -0.0219], [-1.3434, 0.2451, -1.1089], [-5.8030, 6.8076, 0.5623], [-7.1536, 6.9922, 1.4081], [-7.9949, 5.8873, 1.1700], [-5.0866, 5.5720, 0.9764], [-5.2286, 7.7332, 0.5236], [-6.1079, 6.6273, -0.4685], [-7.6648, 7.9129, 1.1268], [-6.8780, 7.1530, 2.4504], [-7.6589, 5.1025, 1.6091], [-4.4146, 5.2798, 0.3563], [-2.8017, -0.3911, -3.8632], [-1.5217, 0.2262, -4.4604], [-1.2164, 1.4245, -3.8284], [-2.4316, -0.7714, -2.5797], [-3.2535, -1.0651, -4.5910], [-3.5577, 0.3827, -3.7294], [-1.6725, 0.5535, -5.4891], [-0.6791, -0.4653, -4.4690], [-1.7302, 1.4314, -3.0175], [-2.2094, -1.7054, -2.5798], [-5.0078, 2.2063, -1.0604], [-5.5988, 3.3765, -1.7353], [-5.9267, 3.2149, -3.0633], [-5.9249, 1.1183, -1.0749], [-4.6844, 2.5561, -0.0800], [-4.0813, 1.9785, -1.5874], [-5.0423, 4.2603, -1.4234], [-6.5534, 3.3753, -1.2091], [-6.1226, 4.0844, -3.4198], [-6.2516, 1.1358, -1.9775]], "atomic_forces_ev_per_a": [[-0.8, 0.0, -0.4], [0.4, 1.0, 0.6], [1.4, 0.1, 0.0], [-0.1, 0.0, -1.1], [-0.3, 0.1, 1.2], [-3.3, 0.5, -0.8], [0.6, 2.7, 2.7], [-0.2, -0.6, -2.1], [0.3, -1.1, -0.4], [1.4, -0.4, 0.9], [0.0, -2.0, 1.3], [-0.3, 0.0, -0.8], [0.8, 0.1, 0.0], [-0.5, 0.0, -0.1], [0.0, 0.2, -0.7], [-0.2, -0.5, 0.4], [0.3, -0.5, -0.3], [0.1, 0.2, -0.2], [0.0, 0.1, 0.5], [-0.2, 0.4, 0.1], [0.2, 0.0, -0.1], [0.1, -0.5, 0.1], [-0.4, 0.4, 0.7], [0.1, 0.4, 0.0], [0.5, 0.3, -0.3], [-0.1, -0.9, -0.2], [0.2, 0.4, 0.3], [0.5, -0.3, -0.2], [-0.3, 0.1, 0.0], [-0.2, -0.3, -1.2], [0.7, 0.6, 1.2], [1.5, -0.9, -2.5], [0.8, 2.0, 1.0], [0.6, -1.4, 1.8], [0.4, -0.1, -1.0], [0.1, 0.5, -1.6], [1.2, 0.1, -0.3], [-0.9, -1.4, -0.2], [0.1, -0.2, -1.4], [-0.8, 1.8, 0.0], [-1.3, -0.1, 1.6], [0.0, -0.5, 0.3], [0.1, 0.0, 0.1], [-0.2, 0.3, -0.2], [0.3, -0.3, -0.1], [-0.8, 0.8, -0.6], [-0.6, -0.4, -0.3], [-0.2, -0.5, -0.3], [-0.1, 0.9, 0.0], [-0.4, -0.6, 0.5], [0.0, 0.2, 1.0], [-0.1, -0.8, 0.7], [-0.2, 0.2, 0.7], [0.4, -0.4, -0.4], [-0.3, -0.3, 0.7], [-0.2, -0.1, -0.2], [-0.1, 0.2, 0.1], [0.2, 0.1, -0.3], [-0.1, 0.1, -0.2], [0.1, 0.3, -0.3], [1.6, 1.8, 0.0], [-0.9, 1.8, 1.9], [0.8, -1.9, -2.2], [-1.9, 3.0, 0.0], [2.5, 0.3, -0.2], [-1.0, -1.6, 0.7], [0.1, -1.0, -2.8], [0.6, -0.3, 0.5], [0.2, -0.3, -0.9], [1.9, 0.5, 0.7], [-0.3, 0.1, 1.3], [0.2, 0.1, 0.1], [0.0, 0.3, -0.2], [-0.1, -0.6, -0.1], [-0.6, -0.6, 0.7], [0.5, -0.8, 0.1], [-0.5, -0.8, 0.2], [0.1, 0.4, 0.0], [-1.6, -1.0, 0.8], [0.6, 0.8, 0.5], [0.4, 0.6, -0.1], [-0.3, -0.6, 0.1], [-0.5, 0.8, -0.2], [-0.1, 0.1, -0.1], [-0.2, 0.2, 0.2], [-0.4, -0.4, -0.2], [0.1, -0.3, -0.8], [0.1, -0.5, 0.0], [-0.7, -0.1, -0.3], [-0.6, 0.3, 0.4], [-1.0, 0.5, 0.8], [0.7, -0.6, -0.8], [0.1, -0.9, 0.6], [0.1, 1.8, 1.1], [-0.1, -1.0, -0.8], [-1.0, 0.5, -1.2], [-1.6, -3.0, 0.0], [0.2, 0.4, 0.1], [1.8, -0.7, -1.0], [-0.9, 0.5, 1.4], [-0.3, -1.3, 0.5], [-0.3, -0.1, -0.5], [0.0, -0.1, 0.3], [0.3, 0.0, -0.1], [-0.2, 0.9, -0.6], [0.4, 0.5, -0.2], [0.5, -0.4, 0.1], [0.0, 0.1, 0.1], [-0.1, 0.4, 0.3], [-0.4, 0.7, -0.4], [0.3, 0.0, 0.5], [0.4, 0.0, 0.6], [-0.1, -0.1, -0.1], [-0.2, 0.2, 0.0], [0.8, 0.8, 0.0], [0.2, -0.6, -0.1], [-0.2, 0.7, -0.7], [0.2, 0.4, -0.2], [0.2, -0.2, 0.0], [0.3, 0.6, 0.5], [1.5, 0.7, -0.1], [-0.8, -2.4, 0.1], [0.9, 1.8, 0.7], [1.4, -0.2, -0.4], [-3.7, 0.8, 1.1], [-0.5, 0.9, -0.7], [0.2, 0.3, 1.7], [-0.9, -0.1, 0.3], [0.9, 0.0, 1.4], [0.7, -0.9, -0.5], [-0.9, 0.1, -0.4], [0.1, 0.1, 0.1], [0.0, 0.3, -0.4], [-0.5, 0.7, -0.1], [-0.3, -0.6, -0.7], [0.0, -0.5, 0.3], [0.4, -0.3, 0.4], [0.1, -0.1, -0.5], [-0.1, -0.4, 0.0], [0.8, 0.3, -0.5], [-0.2, -0.8, -0.5], [0.3, 0.1, 0.5], [-0.9, -0.2, -0.3], [0.6, 0.5, 0.1], [0.2, 0.0, -0.5], [0.1, 0.0, 0.0], [0.1, 0.1, -0.1], [0.4, 0.3, -0.2], [-0.1, -0.2, -0.1], [0.0, -0.2, -0.8], [1.8, 0.7, 0.3], [-1.0, -0.1, -1.3], [-0.1, -0.9, 0.8], [-1.3, 1.6, -2.1], [0.2, 1.2, 1.0], [-0.7, -0.6, -0.7], [0.0, -1.6, 2.8], [0.1, -0.2, -0.7], [0.5, 0.4, 1.1], [1.2, 0.0, 0.9], [-0.7, -1.2, -1.2], [-0.7, 0.4, -0.6], [-0.1, -0.3, 0.0], [-0.3, 0.1, 0.6], [-0.2, 0.1, 0.2], [0.0, 0.7, 0.6], [-0.6, -0.2, 0.1], [0.5, -0.2, 0.0], [0.8, -0.1, 0.1], [1.0, -0.7, -0.3], [-0.2, 0.4, 0.4], [-0.4, 0.1, -0.7], [-0.4, -0.3, -0.6], [-0.4, 0.9, 0.4], [-0.3, -0.4, -0.2], [0.6, 0.3, -0.4], [-0.1, 0.0, 0.8], [0.7, -0.4, 0.4], [-0.1, 0.0, -0.2], [0.2, 0.2, -1.0], [-0.5, 0.9, -0.9], [1.2, -1.2, -2.0], [0.3, 0.8, 0.2], [-1.8, 0.6, 1.4], [0.6, -0.7, -0.4], [1.1, 0.7, -0.3], [-0.7, -1.6, -1.0], [0.4, 0.8, -0.5], [1.2, 0.9, -0.4], [-0.2, -1.1, 0.6], [-0.4, 1.0, 0.8], [0.7, -0.3, 0.0], [0.4, 0.2, 0.5], [-0.2, 0.3, -0.5], [0.1, -0.8, 1.1], [-0.4, 0.1, 0.2], [-1.0, 0.0, -0.3], [0.0, 0.2, 0.9], [-0.1, -0.7, 0.1], [-0.1, 0.6, 0.6], [0.2, -0.5, -0.2], [-0.1, 0.2, 0.6], [-0.6, 0.3, 0.2], [0.2, -0.1, 0.0], [-0.1, -0.2, -0.6], [0.4, 0.3, -0.1], [-0.3, 0.2, -0.5], [-0.5, -0.5, 0.0], [0.4, -0.3, 0.2], [-0.2, 0.0, 0.0], [1.0, 0.1, -0.5], [-3.7, 0.9, -0.9], [-0.6, -1.7, -0.9], [2.0, 2.1, -2.3], [-0.4, 0.7, 1.2], [0.5, -1.2, 0.8], [-0.4, -0.7, 1.7], [-0.5, -0.1, -0.4], [-1.0, -0.4, 0.0], [0.4, 0.7, -0.6], [0.4, 0.7, 0.1], [0.3, 0.1, 0.2], [-0.4, 0.0, -0.2], [-0.2, -0.2, 0.2], [0.6, -0.4, 1.0], [0.6, 0.6, 0.1], [0.1, -0.7, 0.5], [-0.5, -1.1, 0.4], [0.5, 0.8, 0.0], [0.0, -0.3, -0.3], [0.6, 0.4, -0.4], [0.1, 0.9, 0.1], [-0.1, -0.2, 0.4], [0.3, 0.4, -0.2], [-0.6, -0.7, 0.3], [0.1, -0.3, -0.7], [0.3, -1.2, 0.0], [-0.3, 0.6, -0.1], [0.7, 0.0, 0.4], [0.3, 0.3, 0.0], [-0.2, 1.0, 0.7], [-0.9, -1.5, 0.4], [1.0, -2.0, -0.4], [0.9, 0.1, 1.3], [0.4, 2.5, -0.5], [-1.7, -0.6, 0.8], [-4.1, -0.9, -4.2], [2.6, 0.9, 2.8], [-0.7, 0.7, 0.2], [0.3, 0.9, -0.4], [1.5, 0.2, -0.9], [0.3, 0.2, -0.2], [-0.1, -0.3, 0.4], [0.4, 0.0, -0.4], [-0.5, 0.2, -0.2], [-0.3, 0.2, 0.4], [0.0, -0.1, -0.2], [0.0, -0.1, 0.0], [-0.1, -0.1, 0.2], [0.4, -0.5, 0.6], [0.1, 0.0, -0.1], [0.4, 0.1, -0.5], [-0.3, -0.2, 0.1], [-0.3, -0.1, -0.3], [0.5, -0.3, -0.3], [0.1, 0.1, 0.1], [-0.2, -0.1, -0.3], [-0.4, -0.4, -0.1], [0.3, -0.1, 0.3], [0.7, 0.2, 0.8], [-1.2, -0.2, 1.9], [-0.9, -1.0, -1.9], [0.0, 1.1, 1.0], [2.2, -1.0, -2.0], [0.7, 0.2, 0.0], [-0.7, 0.4, 1.1], [0.2, -0.4, -0.4], [0.1, 1.3, 0.0], [-0.1, -0.3, 0.1], [-0.3, -0.1, 0.2], [-1.1, 0.7, -1.1], [1.2, -0.3, -0.2], [0.9, -0.5, 1.8], [0.0, -0.3, 0.2], [-0.2, 0.2, -0.4], [-0.1, -0.5, 0.3], [-0.5, 0.3, 1.0], [0.4, 0.2, -0.7], [-0.6, 0.4, -0.7], [0.0, 0.0, -0.1], [-1.5, 0.5, -1.9], [3.8, -0.9, 0.2], [-1.4, -0.1, 0.8], [-0.8, 0.6, 0.3], [0.2, 0.4, 0.0], [0.1, -0.3, 0.2], [-0.5, -0.8, -0.2], [0.1, 1.0, 1.0], [0.0, -0.3, -0.2], [-0.1, -0.4, -0.2], [-1.0, -1.2, -0.2], [2.3, -0.8, -0.8], [-0.5, 0.6, 0.0], [-1.1, 1.7, 0.7], [0.5, -0.2, 0.6], [-0.3, 0.1, -0.1], [0.0, -0.2, -0.5], [-0.1, -0.4, 0.3], [0.3, 0.1, -0.1], [-0.1, 0.5, -0.2], [1.0, 1.7, -1.3], [-1.3, 0.1, -1.7], [0.4, 0.8, 1.2], [-0.4, -1.2, 1.0], [0.2, -0.9, 0.6], [0.0, 0.3, -0.2], [-0.2, -0.6, -0.4], [0.0, -0.3, 0.3], [0.2, 0.3, 0.5], [0.0, -0.3, 0.3], [1.4, -0.2, -1.1], [-1.7, 0.5, 2.4], [0.8, -0.2, -1.5], [0.5, 0.4, 0.5], [-0.5, -0.6, 0.4], [0.3, -0.7, 0.0], [0.1, 0.3, -0.7], [-0.4, 1.0, 0.4], [-0.1, -0.1, -0.2], [-0.3, -0.3, -0.2]], "lowdin_charge": [-0.024, -0.443, -0.141, -0.138, -0.119, -0.506, -0.173, -0.026, -0.023, -0.019, -0.010, 0.059, 0.070, 0.075, 0.111, 0.114, 0.089, 0.102, 0.115, 0.116, 0.093, 0.074, 0.082, 0.070, 0.081, 0.081, 0.072, 0.056, 0.075, 0.080, -0.023, -0.454, -0.130, -0.199, -0.163, -0.497, -0.048, -0.028, -0.016, -0.030, -0.054, 0.088, 0.073, 0.059, 0.124, 0.101, 0.107, 0.104, 0.088, 0.122, 0.086, 0.096, 0.060, 0.064, 0.082, 0.085, 0.083, 0.072, 0.092, 0.071, 0.014, -0.443, -0.160, -0.140, -0.128, -0.450, -0.133, -0.009, -0.011, 0.011, -0.035, 0.036, 0.057, 0.064, 0.131, 0.095, 0.111, 0.096, 0.099, 0.103, 0.078, 0.054, 0.085, 0.091, 0.067, 0.058, 0.066, 0.076, 0.064, 0.072, -0.021, -0.465, -0.126, -0.185, -0.148, -0.417, -0.133, -0.002, 0.005, -0.033, -0.031, 0.089, 0.049, 0.064, 0.111, 0.113, 0.087, 0.120, 0.112, 0.117, 0.063, 0.054, 0.075, 0.057, 0.069, 0.074, 0.073, 0.085, 0.085, 0.062, -0.017, -0.457, -0.151, -0.150, -0.137, -0.524, -0.095, 0.007, 0.003, -0.056, -0.030, 0.070, 0.066, 0.062, 0.113, 0.114, 0.095, 0.081, 0.119, 0.120, 0.073, 0.077, 0.069, 0.085, 0.094, 0.095, 0.071, 0.070, 0.083, 0.072, 0.002, -0.456, -0.135, -0.190, -0.145, -0.388, -0.121, -0.038, -0.037, -0.013, 0.009, 0.060, 0.084, 0.066, 0.116, 0.119, 0.091, 0.116, 0.123, 0.118, 0.067, 0.074, 0.081, 0.072, 0.055, 0.056, 0.085, 0.044, 0.087, 0.058, -0.041, -0.431, -0.109, -0.164, -0.098, -0.481, -0.114, -0.009, -0.058, -0.040, -0.028, 0.073, 0.064, 0.079, 0.088, 0.106, 0.100, 0.093, 0.104, 0.104, 0.070, 0.081, 0.082, 0.085, 0.073, 0.078, 0.066, 0.056, 0.078, 0.099, -0.044, -0.471, -0.116, -0.179, -0.158, -0.498, -0.101, -0.022, -0.017, -0.039, -0.026, 0.069, 0.092, 0.093, 0.097, 0.113, 0.117, 0.097, 0.115, 0.110, 0.075, 0.071, 0.064, 0.078, 0.086, 0.078, 0.077, 0.078, 0.085, 0.084, -0.020, -0.445, -0.139, -0.161, -0.089, -0.464, -0.182, -0.002, -0.045, -0.039, -0.011, 0.056, 0.075, 0.089, 0.115, 0.089, 0.085, 0.092, 0.107, 0.105, 0.081, 0.078, 0.074, 0.085, 0.069, 0.085, 0.062, 0.068, 0.070, 0.103, -0.266, -0.217, -0.065, -0.077, 0.119, 0.103, 0.107, 0.107, 0.087, 0.033, -0.221, -0.198, -0.077, -0.066, 0.116, 0.086, 0.104, 0.088, 0.022, 0.081, -0.232, -0.224, -0.082, -0.072, 0.122, 0.122, 0.123, 0.110, 0.077, 0.030, -0.168, -0.220, -0.073, -0.095, 0.098, 0.095, 0.113, 0.112, 0.032, 0.055, -0.219, -0.230, -0.064, -0.061, 0.116, 0.122, 0.128, 0.100, 0.074, 0.077, -0.246, -0.298, -0.019, -0.051, 0.120, 0.111, 0.114, 0.126, 0.099, 0.087]}